{"formula": "C3H14NO3", "method": "ωB97M-V/def2-TZVPD", "lumo_ev": -2.9, "max_force_ev_per_a": 1.7, "total_energy_ha": -402.93519, "charge": 1, "orbital_gap_ev": 11.778, "symbols": ["O", "N", "H", "H", "H", "H", "H", "H", "C", "H", "H", "H", "C", "O", "H", "H", "H", "O", "C", "H", "H"], "coordinates": [[3.47320, -0.64828, -0.66542], [-1.31560, -0.34615, 0.74168], [-0.17186, 1.82609, -1.50083], [-0.52523, -0.21795, 1.40682], [4.33379, -0.42236, -0.27813], [-0.66984, 0.22261, -2.03203], [-1.11393, -1.13979, 0.15731], [-2.69093, 1.15039, -1.90254], [-2.81155, 0.87056, -0.84895], [-1.48094, 1.72638, 0.52658], [3.64465, -1.57793, -0.86987], [1.44766, -0.49547, 2.55199], [-0.31740, 0.79107, -1.17061], [0.78520, 0.14101, -0.58786], [-3.20673, -0.13783, -1.02664], [1.64824, 0.50984, -0.81080], [-3.50256, 1.58957, -0.42573], [0.77562, -1.16548, 2.36197], [-1.44996, 0.87702, -0.13641], [1.22911, -1.67464, 1.66859], [-2.16829, -0.60992, 1.23998]], "lowdin_charge": [-0.05, 0.20, 0.15, 0.12, 0.06, 0.13, 0.15, 0.09, -0.03, 0.15, 0.06, 0.07, -0.20, -0.06, 0.10, 0.08, 0.09, -0.04, -0.29, 0.07, 0.18]}

---

{"formula": "C3H5NOS", "method": "ωB97M-V/def2-TZVPD", "lumo_ev": 0.6, "max_force_ev_per_a": 6.9, "total_energy_ha": -645.32130, "orbital_gap_ev": 9.283, "symbols": ["H", "O", "C", "H", "H", "C", "N", "H", "S", "C", "H"], "coordinates": [[0.71193, 1.87559, -0.01180], [1.36971, -0.05304, -0.50479], [0.33312, 0.74351, 0.20137], [-1.92816, 0.94411, 0.79007], [-1.48585, 1.51698, -1.24694], [-1.08104, 0.73975, -0.26244], [-0.07277, -1.92738, 0.09660], [0.51504, 0.46858, 1.29223], [-1.54461, -0.98463, -0.23840], [1.00159, -1.42183, -0.30661], [2.18103, -1.90163, 0.19071]], "lowdin_charge": [0.16, -0.15, -0.33, 0.15, 0.17, -0.55, -0.25, 0.14, 0.81, -0.36, 0.21]}

---

{"formula": "C3H2N2O2", "method": "ωB97M-V/def2-TZVPD", "lumo_ev": 0.2, "max_force_ev_per_a": 2.7, "smiles": "O=c1ncocn1", "total_energy_ha": -375.48757, "orbital_gap_ev": 10.725, "symbols": ["H", "C", "C", "C", "H", "N", "O", "O", "N"], "coordinates": [[-1.22969, 1.95216, -0.13571], [-0.69095, -1.10149, -0.00551], [1.36889, -0.01950, -0.03577], [-0.54681, 1.18169, -0.03336], [-1.37878, -1.96472, 0.07551], [0.68112, 1.22074, -0.07834], [-1.31947, 0.02229, 0.19989], [2.54105, -0.07617, 0.17166], [0.57465, -1.21500, -0.15837]], "lowdin_charge": [0.12, -0.21, -0.50, -0.11, 0.15, 0.20, 0.05, 0.12, 0.17]}